A 6-piece molecular cluster, C19H34Br12N3 overall. Source: the OMol25 dataset; level of theory: ωB97M-V/def2-TZVPD.

Structure (XYZ):
```
68
Properties=species:S:1:pos:R:3:forces:R:3
C -3.50938 -0.09789 -4.67906 -0.4 -0.9 0.1
C -2.63563 -1.34814 -4.05750 -1.2 -4.1 -0.4
N -3.09460 -2.63613 -4.28055 2.2 5.1 1.2
C -1.26517 -1.18346 -3.14142 -0.6 0.6 -1.7
N -1.73547 -0.48489 -1.84086 -1.7 -2.6 1.2
C -2.59388 -1.37083 -0.99229 0.1 3.9 2.3
C -3.18737 -0.67353 0.40844 2.8 3.4 -3.9
C -2.69218 0.88557 0.55464 -2.9 -2.4 -1.4
C -1.70408 1.57382 -0.54141 -1.7 -3.3 -0.7
N -1.28188 0.78358 -1.72256 -3.2 1.1 1.4
H -3.51910 0.86608 -4.01122 0.4 -1.9 -1.3
H -4.63684 -0.48461 -4.73312 2.6 0.7 0.0
H -3.13766 0.13013 -5.78457 -0.7 -0.4 2.5
H -2.44782 -3.32119 -3.81505 -0.5 0.8 -0.6
H -0.76502 -2.22558 -2.90950 -1.2 2.2 -0.3
H -0.50347 -0.50471 -3.74942 -1.6 -1.2 1.9
H -2.85824 -2.50098 -1.27210 0.9 3.0 0.3
H -3.89187 -1.23823 1.15346 1.6 1.4 -1.6
H -3.03882 1.53967 1.47802 0.7 -1.5 -2.2
H -1.32939 2.68675 -0.41985 -1.0 -2.6 -0.5
Br 2.07517 -1.07397 -4.56945 0.0 0.0 0.0
C 1.44216 -0.13516 -6.15726 0.2 -0.1 -0.2
C 1.91650 1.29947 -6.17013 -0.1 0.2 -0.1
Br 0.87508 2.39864 -4.94072 0.1 -0.2 0.1
H 0.35306 -0.23227 -6.17276 0.3 0.1 0.0
H 1.86379 -0.68822 -7.00136 -0.1 0.1 0.2
H 1.76005 1.74863 -7.15490 0.0 -0.1 0.1
H 2.96694 1.41182 -5.88719 -0.3 -0.1 0.0
Br -0.45824 0.35995 0.68597 4.6 -1.0 3.6
C 1.46388 0.40214 1.01290 0.7 -0.1 0.0
C 1.94839 -0.90466 1.59674 0.2 0.0 0.2
Br 1.49397 -1.04460 3.48832 -0.2 -0.1 -0.2
H 1.65949 1.26410 1.65677 -0.1 -0.3 -0.2
H 1.91517 0.57709 0.03214 -0.1 -0.1 0.1
H 3.03997 -0.96154 1.56186 -0.2 0.1 -0.1
H 1.52716 -1.78400 1.10135 0.1 0.2 0.1
Br 0.73714 5.06829 -7.56211 -0.1 0.0 -0.2
C -0.90378 5.13444 -8.61388 0.1 0.2 0.0
C -2.06927 4.55470 -7.84649 -0.2 0.0 -0.1
Br -2.00189 2.60554 -7.82613 0.0 0.0 0.1
H -0.70158 4.61425 -9.55426 -0.1 0.1 0.3
H -1.06717 6.19621 -8.81906 0.0 -0.2 0.1
H -3.01503 4.80114 -8.33720 0.2 0.0 0.0
H -2.10933 4.88363 -6.80424 0.1 -0.1 -0.3
Br -0.90081 -0.76818 6.89860 0.1 0.1 0.0
C 1.02131 -0.72598 7.22554 0.0 0.0 -0.2
C 1.50581 -2.03279 7.80938 0.2 0.0 0.2
Br 1.05140 -2.17273 9.70096 0.0 0.1 -0.1
H 1.21692 0.13598 7.86940 0.0 -0.3 -0.1
H 1.47260 -0.55104 6.24478 0.0 -0.1 0.2
H 2.59740 -2.08967 7.77449 -0.2 0.1 -0.1
H 1.08459 -2.91213 7.31398 0.1 0.3 0.1
Br 1.53792 -5.19443 5.44883 0.1 0.0 0.0
C 1.34585 -6.87419 6.42080 -0.1 -0.1 -0.2
C 0.59039 -6.67463 7.71417 0.1 -0.1 0.3
Br 1.72472 -5.86086 9.07623 -0.1 0.0 -0.2
H 2.35225 -7.27729 6.56385 -0.3 0.1 0.1
H 0.78886 -7.53069 5.74632 0.1 0.1 0.2
H 0.28621 -7.63686 8.13560 0.1 0.1 -0.2
H -0.29021 -6.03478 7.60814 0.3 -0.1 -0.1
Br 3.49089 2.41396 3.06328 0.1 0.2 0.1
C 2.92646 4.25886 3.34789 0.2 0.0 0.1
C 1.60995 4.32041 4.08706 0.0 0.2 0.1
Br 0.11589 3.90434 2.90433 0.0 -0.1 0.0
H 2.89548 4.73852 2.36567 -0.1 -0.1 0.3
H 3.72443 4.71152 3.94329 -0.2 -0.1 -0.1
H 1.41528 5.33553 4.44432 0.1 -0.2 -0.1
H 1.55267 3.62608 4.93009 0.1 0.1 -0.3
```
Positions in Å, forces in eV/Å.

Values from the calculation:
- HOMO-LUMO gap: 6.67 eV
- Net charge: +1
- Total energy: -865218.1244 eV
- Multiplicity: 1